Computed, not measured: C25H28CrN2O5S3 as an isolated structure, with wB97M-V/def2-TZVPD.

XYZ file:
```
64
Properties=species:S:1:pos:R:3:forces:R:3:lowdin_spin:R:1
Cr -0.139978 -0.093596 -1.683065 0.2 -0.1 0.4 3.759
C -2.015806 -3.229573 -2.241354 0.0 -0.1 -0.1 0.004
C -0.536235 -3.378604 -2.569793 0.0 -0.1 0.0 0.010
S 0.287095 -1.946004 -3.299090 0.1 0.0 -0.1 0.016
C -0.687194 -1.560496 -4.771709 0.0 0.0 -0.1 0.001
C -1.961283 -0.736598 -4.590940 -0.1 0.0 -0.1 0.001
S -1.843480 0.582370 -3.343485 -0.1 0.1 -0.2 0.015
C -3.421376 0.391504 -2.483078 0.0 0.0 0.1 0.009
C -3.735403 -1.004656 -1.942223 -0.1 0.0 0.0 0.004
S -2.358889 -1.846102 -1.112995 0.0 0.0 0.1 0.035
H -2.352552 -4.154783 -1.771933 0.0 0.0 0.0 0.001
H -2.599830 -3.105818 -3.152025 0.0 0.0 0.0 0.000
H -0.391150 -4.230567 -3.236712 0.0 0.0 0.0 0.000
H 0.049105 -3.572942 -1.667526 0.0 0.0 0.0 0.000
H -0.922973 -2.493059 -5.288692 0.0 0.0 0.0 0.000
H 0.010755 -1.020541 -5.412165 0.0 0.0 0.1 0.000
H -2.800411 -1.371646 -4.321199 0.0 0.0 0.0 0.000
H -2.211538 -0.268780 -5.543393 0.0 0.0 0.0 -0.001
H -4.221463 0.723017 -3.146890 0.0 0.0 0.0 0.000
H -3.333102 1.095020 -1.654968 0.0 0.0 0.0 0.000
H -4.119617 -1.665863 -2.718504 0.0 0.0 0.0 0.000
H -4.536010 -0.899107 -1.210079 0.0 0.0 0.0 0.001
O -0.474974 -0.544892 0.938268 -0.1 0.0 -0.1 0.021
C 0.799220 -0.795643 1.516810 -0.1 0.0 0.1 0.002
C 1.587062 -1.474499 0.364502 0.4 0.2 0.2 0.009
O 2.376597 -2.367409 0.611518 -0.1 -0.1 0.0 0.010
O 1.411299 -0.925624 -0.786164 -0.2 -0.2 -0.2 0.033
C 0.656077 -1.730811 2.711286 0.0 0.0 0.0 0.001
C 1.497898 -1.665287 3.813418 0.0 0.0 0.0 0.000
C 1.347745 -2.552060 4.871442 0.0 0.0 0.0 0.000
C 0.351715 -3.514978 4.841996 0.0 0.0 0.0 0.000
C -0.493628 -3.587315 3.742875 0.0 0.0 0.0 0.000
C -0.341502 -2.702686 2.687547 0.0 0.0 0.0 0.000
C 1.517736 0.503172 1.886365 0.1 -0.1 0.0 0.000
C 2.888382 0.647155 1.681662 -0.1 0.0 -0.1 0.000
C 3.537598 1.815610 2.051009 0.0 0.0 0.0 0.000
C 2.830330 2.855484 2.638906 0.0 0.0 0.0 0.000
C 1.466872 2.717624 2.848482 0.0 0.0 0.0 0.000
C 0.817932 1.549741 2.472226 0.0 0.0 0.0 0.000
H -1.049498 -0.026236 1.512908 0.0 0.1 0.0 0.001
H 2.282936 -0.921451 3.850810 0.0 0.0 0.0 0.000
H 2.014336 -2.485831 5.722161 0.0 0.0 0.0 0.000
H 0.232858 -4.204131 5.668498 0.0 0.0 0.0 0.000
H -1.274974 -4.336488 3.706998 0.0 0.0 0.0 0.000
H -1.006248 -2.757985 1.834371 0.0 0.0 0.0 0.000
H 3.447354 -0.160910 1.225988 0.0 0.0 0.0 0.000
H 4.602191 1.911656 1.878498 0.0 0.0 0.0 0.000
H 3.340282 3.763699 2.935742 0.0 0.0 0.0 0.000
H 0.899151 3.519338 3.304888 0.0 0.0 0.0 0.000
H -0.250207 1.475753 2.645267 0.0 0.0 0.0 0.000
C 2.396750 4.481235 -0.824913 0.0 0.0 0.0 0.000
N 1.159762 3.750929 -0.595417 0.0 0.0 -0.1 -0.001
C 0.178048 4.274387 0.192084 0.0 0.0 0.0 0.004
C -0.973174 3.628452 0.433505 0.0 0.0 0.0 -0.001
C -1.150717 2.298774 -0.124666 -0.1 0.1 0.1 0.007
O -2.156070 1.606500 0.111533 0.0 0.0 0.0 0.015
N -0.155641 1.825201 -0.926855 -0.1 0.1 0.0 0.009
C 0.961532 2.535844 -1.251046 0.1 -0.1 0.1 0.009
O 1.775635 2.119096 -2.065518 0.0 0.0 0.0 0.025
H 2.261846 5.264393 -1.573158 0.0 0.0 0.0 0.000
H 3.142462 3.779334 -1.183697 0.0 0.0 0.0 0.000
H 2.729348 4.922051 0.113879 0.0 0.0 0.0 0.000
H 0.398191 5.246821 0.614437 0.0 0.0 0.0 0.000
H -1.741167 4.048810 1.063360 0.0 0.0 0.0 0.000
```
Positions in Å, forces in eV/Å.

Values from the calculation:
2S+1 ... 5
F_max ... 0.5 eV Å⁻¹
LUMO energy (alpha / beta) ... 0.011 / 0.002 eV
⟨S²⟩ ... 6.01
Energy above the lowest of the compared OMol25 structures with the same formula, charge and spin ... 0.000 eV
Charge ... 0


Computed, not measured: C39H47IrN5P2S as an isolated structure in a non-equilibrium geometry, with wB97M-V/def2-TZVPD.

XYZ file:
```
95
Properties=species:S:1:pos:R:3:forces:R:3:lowdin_spin:R:1
Ir 1.017563 -0.370466 -1.252136 -0.9 0.8 -0.6 0.000
C 0.879289 -1.638789 -4.074852 0.0 0.0 0.1 0.000
C 1.916071 -2.357176 -3.238667 -0.2 -0.1 0.0 0.000
N 1.474264 -2.443858 -1.804087 -0.2 0.1 0.3 0.000
C 2.615894 -2.902748 -0.960627 -0.1 0.0 0.1 0.000
C 3.625167 -1.790664 -0.958572 0.0 0.0 0.0 0.000
C 5.000322 -1.928246 -0.925290 0.0 0.0 0.1 0.000
C 5.789171 -0.784306 -0.937179 -0.1 0.0 0.0 0.000
C 5.183387 0.469241 -0.969896 0.0 0.1 0.1 0.000
C 3.806399 0.543657 -0.987111 -0.3 0.0 -0.1 0.000
C 2.987924 1.812508 -0.965563 0.0 -0.2 0.0 0.000
N 1.729740 1.569960 -1.742879 0.2 0.0 0.5 0.000
C 2.040102 1.506009 -3.215679 0.0 0.0 0.0 0.000
C 0.850072 0.966444 -3.976026 -0.1 0.0 0.0 0.000
N 0.457015 -0.359329 -3.411281 0.4 -0.1 -0.1 0.000
N 3.055598 -0.578830 -1.008097 0.6 0.2 -0.6 0.000
H -0.013075 -2.264333 -4.140718 0.0 0.0 -0.1 0.000
H 1.221232 -1.469630 -5.096301 0.1 0.0 0.0 0.000
H 2.870062 -1.831053 -3.253517 0.0 0.0 0.0 0.000
H 2.093037 -3.363368 -3.626380 0.0 0.0 0.0 0.000
H 0.721123 -3.118541 -1.690082 0.0 -0.1 -0.1 0.000
H 3.035648 -3.845036 -1.316868 0.0 0.0 -0.1 0.000
H 2.228606 -3.066229 0.051030 0.1 0.0 0.0 0.000
H 5.444817 -2.914048 -0.891500 0.0 0.0 0.0 0.000
H 6.868010 -0.866799 -0.925289 0.0 0.0 0.0 0.000
H 5.775484 1.374715 -0.976360 0.0 0.0 0.0 0.000
H 3.535289 2.670038 -1.360164 0.0 0.0 -0.1 0.000
H 2.697921 2.034222 0.065626 0.0 0.0 0.0 0.000
H 1.094949 2.335234 -1.545302 0.1 0.1 -0.1 0.000
H 2.900809 0.843000 -3.319741 0.0 0.0 0.0 0.000
H 2.342531 2.491726 -3.576113 -0.1 0.0 0.0 0.000
H 1.031386 0.926674 -5.051436 0.1 -0.1 0.0 0.000
H -0.005696 1.629554 -3.827672 0.1 -0.1 -0.1 0.000
H -0.554841 -0.390096 -3.456054 0.0 0.2 0.2 0.000
C -3.584958 3.432966 5.469010 0.0 0.3 -0.1 0.085
S -3.159728 3.962275 3.824244 0.0 -0.2 0.3 0.747
C -1.989453 2.717398 3.267839 -0.1 0.0 -0.2 0.083
C -1.692472 2.937506 1.782940 0.1 0.1 -0.1 0.003
C -0.470693 2.168991 1.269905 -0.2 -0.3 0.1 0.000
N -0.768026 0.752441 0.918816 -0.2 -0.1 0.0 0.000
P 0.503736 -0.416408 0.972822 0.4 -1.1 0.2 0.000
C 1.584580 -0.130657 2.373179 -0.1 0.5 0.0 0.000
C 2.959691 -0.332897 2.248825 -0.1 0.0 0.2 0.000
C 3.783282 -0.228295 3.361819 -0.1 0.0 0.0 0.000
C 3.239917 0.087357 4.597019 0.1 0.0 0.1 0.000
C 1.873116 0.308794 4.727199 0.0 0.0 0.0 0.000
C 1.047109 0.205990 3.623220 0.0 0.1 -0.1 0.000
C -0.254117 -2.051459 1.278163 0.3 0.0 0.4 0.000
C -0.258382 -2.580616 2.573794 -0.1 0.0 0.0 0.000
C -0.747449 -3.855898 2.824483 0.0 0.0 0.0 0.000
C -1.230550 -4.636770 1.786119 0.0 0.0 0.0 0.000
C -1.232470 -4.130330 0.490645 0.0 0.0 0.1 0.000
C -0.746827 -2.859163 0.245780 0.1 -0.1 -0.2 0.000
P -1.249831 0.384237 -0.727174 0.2 0.0 -0.4 0.000
C -2.061131 1.844872 -1.455046 -0.1 -0.1 0.1 0.000
C -3.460115 1.910672 -1.325820 0.2 0.0 0.0 0.000
C -4.161100 3.015288 -1.782869 0.0 0.0 0.0 0.000
C -3.494651 4.068700 -2.389331 0.0 0.0 0.0 0.000
C -2.114011 4.017657 -2.536365 -0.1 0.0 0.0 0.000
C -1.410675 2.918190 -2.077751 0.2 0.0 0.1 0.000
C -2.562407 -0.832071 -0.675436 -0.4 0.2 0.1 0.000
C -2.982568 -1.365626 -1.899425 0.1 0.2 0.2 0.000
C -4.046964 -2.246346 -1.940341 -0.1 -0.1 0.1 0.000
C -4.698315 -2.595179 -0.759186 0.0 0.0 0.1 0.000
C -4.292815 -2.054944 0.457578 -0.1 -0.1 -0.2 0.000
C -3.220572 -1.180287 0.504413 0.0 0.3 -0.2 0.000
H -4.216243 4.209166 5.896974 0.0 0.0 0.0 -0.001
H -2.679388 3.311484 6.065485 0.1 0.0 0.0 0.020
H -4.134109 2.490361 5.419186 0.0 -0.1 -0.1 0.025
H -2.424564 1.734967 3.477131 0.0 0.0 0.1 0.015
H -1.090031 2.828340 3.884501 0.0 0.1 0.1 0.022
H -1.498726 3.999641 1.611319 0.0 0.0 0.0 0.000
H -2.572228 2.685581 1.193608 0.0 0.0 -0.1 0.000
H 0.309968 2.153848 2.031985 0.0 0.1 0.0 0.000
H -0.061914 2.702726 0.406942 -0.1 0.1 0.0 0.000
H 3.389715 -0.581168 1.295473 0.1 -0.1 -0.1 0.000
H 4.847817 -0.393081 3.267059 0.0 0.0 0.0 0.000
H 3.881503 0.164997 5.464536 0.0 0.0 0.0 0.000
H 1.457519 0.549116 5.696093 0.0 0.0 0.0 0.000
H -0.018713 0.373906 3.733407 0.0 -0.1 0.0 0.000
H 0.131581 -2.016890 3.407414 0.0 0.0 0.0 0.000
H -0.736592 -4.241855 3.834775 0.0 0.0 0.0 0.000
H -1.598505 -5.635077 1.981492 0.0 0.0 0.0 0.000
H -1.630592 -4.724295 -0.321904 0.0 0.0 0.0 0.000
H -0.811100 -2.478757 -0.767118 0.0 -0.1 0.2 0.000
H -4.011592 1.103272 -0.869275 0.0 -0.1 0.0 0.000
H -5.236781 3.045064 -1.673760 0.0 0.0 0.0 0.000
H -4.047423 4.923290 -2.756039 0.0 0.0 0.0 0.000
H -1.590666 4.832117 -3.018134 0.0 0.0 0.0 0.000
H -0.340503 2.930380 -2.236818 -0.1 0.0 0.0 0.000
H -2.506080 -1.072014 -2.830360 0.0 0.0 0.0 0.000
H -4.383403 -2.653322 -2.884153 0.0 0.0 0.0 0.000
H -5.529884 -3.286978 -0.789266 0.0 0.0 0.0 0.000
H -4.820867 -2.314661 1.364915 0.0 0.0 0.0 0.000
H -2.894638 -0.765959 1.450236 0.0 0.0 0.0 0.000
```
Positions in Å, forces in eV/Å.

Values from the calculation:
2S+1 ... 2
F_max ... 1.4 eV Å⁻¹
LUMO energy (alpha / beta) ... -10.172 / -13.581 eV
⟨S²⟩ ... 0.75
Charge ... +4